Formula: C3H12N3
Source: the OMol25 dataset
Level of theory: ωB97M-V with the def2-TZVPD basis set

Values from the calculation:
max |F|: 4.73 eV/A
gap between HOMO and LUMO: 0.3922 Eh
LUMO level: -2.7 eV
energy above the lowest of the compared OMol25 structures with the same formula, charge and spin: 277.7 kJ/mol
HOMO energy: -13.4 eV

```
! wB97M-V def2-TZVPD RIJCOSX def2/J DEFGRID3
* xyz 1 1
C 2.19345 -0.95018 0.28319
C -1.63913 1.92504 -0.72732
C -1.34160 -1.04909 1.16666
N -1.80781 -1.95575 1.66120
N 1.45508 -0.88012 -1.00298
N -0.52919 1.22667 0.01754
H 3.00705 -0.13656 0.38258
H 1.39552 -0.93251 0.98042
H 2.78535 -1.90352 0.26710
H -2.18249 1.23132 -1.47551
H -2.38457 2.40308 -0.10545
H -1.29859 2.71612 -1.38222
H 0.27543 0.96467 -0.57722
H -2.32505 -2.47425 2.33348
H -0.05319 1.91777 0.62696
H 2.18662 -0.70989 -1.77424
H -0.82527 0.35666 0.53752
H 1.08838 -1.74945 -1.21171
*
```

Formula: C3H12N3O
Source: the OMol25 dataset
Level of theory: ωB97M-V with the def2-TZVPD basis set

Values from the calculation:
max |F|: 4.86 eV/A
gap between HOMO and LUMO: 0.3178 Eh
LUMO level: -3.2 eV
energy above the lowest of the compared OMol25 structures with the same formula, charge and spin: 438.4 kJ/mol
HOMO energy: -11.8 eV

```
! wB97M-V def2-TZVPD RIJCOSX def2/J DEFGRID3
* xyz 1 1
C -1.44842 -0.53058 0.13375
C -0.68810 0.64208 0.62779
C 1.53049 0.34159 0.37969
N -0.61716 -1.26787 -0.91607
N -1.01516 1.82497 -0.11850
N 1.69574 -1.15824 0.40039
O 1.79379 0.87025 -0.82228
H -2.44501 -0.36176 -0.24529
H -1.52955 -1.40900 0.98268
H -0.59956 0.86439 1.63823
H 1.92649 0.75031 1.31893
H -1.18111 -2.02720 -1.23569
H -0.53920 -0.65920 -1.73036
H -1.53236 1.80647 -0.90449
H -1.45903 2.53247 0.46187
H 2.61922 -1.15587 -0.12679
H 1.71133 -1.48391 1.38967
H 0.34540 -1.33216 -0.41605
H 1.43220 1.75325 -0.81750
*
```

Formula: C3H12N3O
Source: the OMol25 dataset
Level of theory: ωB97M-V with the def2-TZVPD basis set

Values from the calculation:
max |F|: 4.43 eV/A
gap between HOMO and LUMO: 0.3505 Eh
LUMO level: -2.7 eV
energy above the lowest of the compared OMol25 structures with the same formula, charge and spin: 298.8 kJ/mol
HOMO energy: -12.3 eV

```
! wB97M-V def2-TZVPD RIJCOSX def2/J DEFGRID3
* xyz 1 1
C -2.72513 -0.46892 -0.06945
C -1.64284 0.16670 0.38945
C 2.84500 0.11410 0.34646
N -4.04024 -0.20313 0.15285
N -0.40128 -0.30739 -0.21618
N 1.92012 1.02239 -0.24555
O 2.34447 -1.14490 0.10552
H -2.45326 -1.25940 -0.85324
H 2.84669 -1.95771 0.22783
H 3.81783 0.10085 -0.08617
H 2.97032 0.32614 1.51033
H -4.11953 0.63801 0.61551
H -4.81892 -0.62296 -0.38389
H -0.37533 -0.26318 -1.18097
H -0.01546 -1.24858 0.03362
H 0.57123 0.31292 0.04256
H 2.03704 1.93033 0.30936
H 2.05149 1.18283 -1.27801
H -1.64262 1.05742 0.95917
*
```

Formula: C3H12N3O
Source: the OMol25 dataset
Level of theory: ωB97M-V with the def2-TZVPD basis set

Values from the calculation:
max |F|: 4.69 eV/A
gap between HOMO and LUMO: 0.3902 Eh
LUMO level: -2.9 eV
energy above the lowest of the compared OMol25 structures with the same formula, charge and spin: 273.6 kJ/mol
HOMO energy: -13.6 eV

```
! wB97M-V def2-TZVPD RIJCOSX def2/J DEFGRID3
* xyz 1 1
C 1.19450 -0.80151 1.66272
C 0.15373 0.04957 0.96984
C -1.38381 -0.48827 -1.81586
N 0.41059 1.33907 0.43067
N -0.41783 -0.38176 -2.75276
N -0.26286 -0.90179 -0.20377
O -2.16952 0.48606 -1.44824
H 0.76927 -1.81090 1.99931
H 1.51900 -0.29893 2.71354
H 2.08084 -1.04568 1.13518
H -0.72320 0.14511 1.54752
H -1.81568 -1.49607 -1.73695
H 1.37221 1.43606 0.14383
H -0.11431 2.11161 0.87205
H 0.08663 0.47306 -2.95149
H 0.02899 -1.26612 -3.03820
H 0.59113 -1.09318 -0.60778
H -0.51237 -1.78236 0.14539
H -2.03896 1.35181 -1.86317
*
```

Formula: C3H12N3O
Source: the OMol25 dataset
Level of theory: ωB97M-V with the def2-TZVPD basis set

Values from the calculation:
max |F|: 3.55 eV/A
gap between HOMO and LUMO: 0.1906 Eh
LUMO level: -9.4 eV
energy above the lowest of the compared OMol25 structures with the same formula, charge and spin: 854.3 kJ/mol
HOMO energy: -14.6 eV

```
! wB97M-V def2-TZVPD RIJCOSX def2/J DEFGRID3
* xyz 1 1
C -1.74454 0.89039 0.32993
C -1.66544 -0.40289 0.71135
N 1.09380 -0.93243 0.21526
C 0.92707 -0.13978 -0.86119
N 1.34626 1.16451 -0.77401
N 0.37510 -0.53869 -1.97032
H -1.72266 1.16037 -0.71896
H -1.77197 1.69312 1.05456
H -4.31007 0.05374 0.54428
H -1.47246 -0.68190 1.73993
H -1.79067 -1.22455 0.01843
H 0.75071 -0.41154 1.03874
H 1.36794 1.60783 -1.68359
H 2.19253 1.25162 -0.21581
H 0.39720 -1.56486 -2.04356
H -5.01447 -0.09488 0.59095
H 4.42943 -0.72608 0.86618
H 2.95137 -0.86597 0.54025
O 3.66088 -0.23799 0.61759
*
```

Formula: C3H12N3OPS
Source: the OMol25 dataset
Level of theory: ωB97M-V with the def2-TZVPD basis set

Values from the calculation:
max |F|: 4.04 eV/A
gap between HOMO and LUMO: 0.3338 Eh
SMILES string: CN(C)[P@@](O)(=S)N(C)N
LUMO level: 0.6 eV
energy above the lowest of the compared OMol25 structures with the same formula, charge and spin: 0.0 kJ/mol
HOMO energy: -8.5 eV

```
! wB97M-V def2-TZVPD RIJCOSX def2/J DEFGRID3
* xyz 0 1
C 0.90972 2.41665 0.24966
N 1.02357 0.98623 0.21550
C 1.59447 0.51051 -1.01781
P -1.04135 0.23871 0.28057
O -1.30728 0.39812 1.84467
S -2.30274 1.15557 -0.87631
N -1.03612 -1.43326 0.15174
C -0.16208 -2.22034 0.99386
N -1.30534 -2.03183 -1.09279
H 0.44128 2.71663 1.18758
H 1.91509 2.84433 0.21182
H 0.33101 2.83016 -0.58946
H 1.08667 0.89234 -1.91342
H 2.63747 0.83158 -1.05683
H 1.57396 -0.57813 -1.02917
H -1.77123 1.21101 2.04734
H -0.68989 -3.12702 1.28880
H 0.75723 -2.50155 0.47212
H 0.08676 -1.62870 1.87023
H -2.17043 -1.64444 -1.45936
H -0.57076 -1.86657 -1.77875
*
```

Formula: C3H12N4
Source: the OMol25 dataset
Level of theory: ωB97M-V with the def2-TZVPD basis set

Values from the calculation:
max |F|: 6.61 eV/A
gap between HOMO and LUMO (spin up / spin down): 0.3091 / 0.2964 Eh
SMILES string: C/[NH+]=[N+](/C)CNN
LUMO level (spin up / spin down): -11.0 / -10.9 eV
energy above the lowest of the compared OMol25 structures with the same formula, charge and spin: 633.9 kJ/mol
HOMO energy (spin up / spin down): -19.4 / -19.0 eV

```
! wB97M-V def2-TZVPD RIJCOSX def2/J DEFGRID3
* xyz 2 1
C -2.29528 1.13922 0.33650
N -1.50648 -0.03330 0.61177
N -0.31004 -0.52578 -0.11956
C 0.25684 -1.67418 0.44737
C 0.45931 0.20618 -0.98164
N 1.62182 1.03272 -0.38278
N 2.60646 0.31377 0.08354
H -1.96226 2.01738 0.88797
H -2.14978 1.40917 -0.73038
H -3.34944 0.97971 0.52567
H -2.00741 -0.82208 0.88152
H -0.34712 -2.29309 1.03872
H 0.34343 -2.39968 -0.31320
H 1.19892 -1.39512 0.93636
H 0.00754 1.11388 -1.45416
H 0.88442 -0.48402 -1.74285
H 1.34268 1.84220 0.16428
H 3.27555 -0.20116 -0.56063
H 3.02578 0.67738 0.90489
*
```

Formula: C3H12N4O
Source: the OMol25 dataset
Level of theory: ωB97M-V with the def2-TZVPD basis set

Values from the calculation:
max |F|: 4.30 eV/A
gap between HOMO and LUMO: 0.3018 Eh
LUMO level: 0.9 eV
energy above the lowest of the compared OMol25 structures with the same formula, charge and spin: 351.9 kJ/mol
HOMO energy: -7.4 eV

```
! wB97M-V def2-TZVPD RIJCOSX def2/J DEFGRID3
* xyz 0 1
C 1.17440 0.40115 0.37275
C 2.05316 -0.71600 0.91016
N 1.30988 0.68453 -1.06266
H 1.45291 -0.18596 -1.56825
H 2.15487 1.21838 -1.25355
H 1.42541 1.33665 0.89138
H -0.17268 0.54526 0.86525
H 1.93459 -0.81161 1.99206
H 3.11787 -0.52859 0.72245
H 1.77892 -1.67754 0.46741
N -1.52000 0.26840 0.79171
C -1.20926 -0.89823 -0.08315
N -2.31866 1.38473 0.38188
N -1.22450 -0.58570 -1.43017
O -1.30316 -2.01596 0.38031
H -1.71386 -0.03462 1.74150
H -1.81483 1.77630 -0.41684
H -3.21245 1.03042 0.04447
H -1.23933 -1.41116 -2.01192
H -0.67329 0.21956 -1.73478
*
```